Below is a structure of composition C4H15Br2MnNO3 in a non-equilibrium geometry, with properties calculated with ωB97M-V/def2-TZVPD.

Atoms and positions in Å:
1 Mn -1.241 0.709 -0.718
2 Br -3.683 1.138 -0.308
3 Br -0.064 3.086 -0.887
4 C 1.194 0.429 2.983
5 C 0.580 0.544 1.588
6 C 1.470 -0.068 0.542
7 O 0.768 -0.143 -0.700
8 C 1.406 -0.917 -1.696
9 N -0.807 0.033 1.447
10 H 1.503 -0.589 3.228
11 H 0.498 0.824 3.720
12 H 2.075 1.074 3.024
13 H 0.530 1.618 1.387
14 H 1.797 -1.075 0.833
15 H 2.345 0.581 0.440
16 H 2.153 -0.322 -2.229
17 H 0.649 -1.275 -2.391
18 H 1.917 -1.780 -1.259
19 H -0.761 -0.989 1.496
20 H -1.333 0.230 2.295
21 O -1.954 -1.518 -0.953
22 H -1.734 -2.353 -1.374
23 H -2.799 -1.637 -0.503
24 O -1.406 0.651 -2.985
25 H -2.235 1.091 -3.202
26 H -0.868 0.660 -3.780

Calculated values
**Energy relative to the best compared isomer or geometry (same formula, charge and spin)**: 14.5 kJ/mol
**Lowest unoccupied orbital energy (spin up / spin down)**: -0.0024 / -0.0035 Eh
**Expectation value of S²**: 8.75
**Highest occupied orbital energy (spin up / spin down)**: -0.2889 / -0.2982 Ha
**Gap between HOMO and LUMO (spin up / spin down)**: 7.7967 / 8.0184 eV
**Charge**: 0
**Multiplicity**: 6

Atom charges from the Mulliken analysis, given in e for atoms 1 to 4: 0.629, -0.605, -0.622, -1.569